C18H20FN2 | the ωB97M-V functional and the def2-TZVPD basis

LUMO energy, eV: -5.4
E_HOMO, Ha: -0.3501
Total charge: +1
Energy relative to the best compared isomer or geometry (same formula, charge and spin), kJ/mol: 470.1

Cartesian coordinates (Å):
F -1.39 -2.04 1.08
N -1.54 -2.40 2.36
C -0.47 -3.00 3.03
C -0.69 -3.64 4.21
C -1.98 -3.68 4.75
C -3.03 -3.05 4.10
C -2.81 -2.40 2.92
H 0.50 -2.94 2.58
H 0.12 -4.12 4.73
H -2.15 -4.21 5.68
H -4.02 -3.08 4.52
H -3.59 -1.88 2.40
C 0.15 3.92 0.63
C -0.87 3.01 1.36
C -0.99 1.73 0.52
N 0.18 1.71 -0.39
C 0.33 0.70 -1.37
C -0.59 -0.25 -1.65
C -0.17 -1.04 -2.85
C 1.16 -0.46 -3.23
C 1.47 0.55 -2.31
C 2.70 1.19 -2.37
C 3.59 0.84 -3.38
C 3.26 -0.13 -4.31
C 2.05 -0.80 -4.24
C 0.64 3.10 -0.58
H -0.30 4.86 0.31
H 0.98 4.18 1.29
H -0.53 2.78 2.38
H -1.85 3.51 1.47
H -0.99 0.82 1.13
H -1.90 1.73 -0.08
H -1.52 -0.36 -1.12
H -0.08 -2.11 -2.61
H -0.89 -0.94 -3.67
H 2.98 1.91 -1.62
H 4.54 1.34 -3.43
H 3.96 -0.37 -5.09
H 1.79 -1.56 -4.95
H 0.22 3.47 -1.52
H 1.73 3.13 -0.67

=====

C18H20MnN4OS6 | the ωB97M-V functional and the def2-TZVPD basis

2S+1: 2
LUMO energy (alpha / beta), eV: 4.0 / 4.0
E_HOMO (alpha / beta), Ha: 0.0110 / 0.0179
Total charge: -2

Cartesian coordinates (Å):
Mn -0.34 0.12 -0.28
S -0.75 -0.17 1.91
S -0.59 4.16 0.52
S -0.78 2.60 -2.36
S -0.23 0.61 -2.68
S 1.97 -0.04 -0.11
C 2.56 1.50 -0.51
C 3.95 1.72 -0.67
C 4.47 2.95 -1.02
C 5.88 3.08 -1.19
N 7.02 3.16 -1.33
C 3.61 4.07 -1.22
C 2.25 3.88 -1.02
C 1.74 2.65 -0.68
S -0.04 2.50 -0.39
C 4.13 5.33 -1.59
N 4.55 6.36 -1.90
H 4.61 0.88 -0.52
H 1.56 4.71 -1.11
C -4.64 -0.38 -0.17
C -4.36 0.78 0.80
C -3.11 1.41 0.21
O -2.46 0.37 -0.55
C -3.23 -0.83 -0.48
H -5.15 -0.02 -1.07
H -5.24 -1.17 0.28
H -4.12 0.37 1.79
H -5.19 1.48 0.89
H -2.42 1.74 0.99
H -3.34 2.23 -0.48
H -2.83 -1.44 0.34
H -3.11 -1.34 -1.44
N -0.37 -1.80 -0.55
C -0.27 -2.94 -0.70
N -0.12 -4.26 -0.85
C -0.64 -5.08 0.24
C -0.78 -6.52 -0.23
C 0.55 -7.04 -0.75
C 1.11 -6.12 -1.84
C 1.20 -4.69 -1.33
H -1.60 -4.65 0.55
H 0.03 -5.03 1.11
H -1.54 -6.56 -1.02
H -1.14 -7.14 0.60
H 0.44 -8.06 -1.13
H 1.27 -7.08 0.08
H 0.45 -6.15 -2.71
H 2.10 -6.46 -2.15
H 1.52 -4.00 -2.11
H 1.93 -4.63 -0.51

=====

C18H20N2O2 | the ωB97M-V functional and the def2-TZVPD basis

LUMO energy, eV: 0.3
SMILES: CCCC[C@]1(C(=O)O)CCc2c1[nH]c1c(C)ccc(C#N)c21
E_HOMO, Ha: -0.2993
Total charge: 0
Energy relative to the best compared isomer or geometry (same formula, charge and spin), kJ/mol: 278.7

Cartesian coordinates (Å):
N 3.93 2.93 -1.28
O -3.59 1.55 1.55
C 3.45 2.04 -0.68
O -2.48 -0.16 2.31
C -2.71 0.76 1.41
C 0.55 1.25 0.02
C -0.37 0.58 0.58
C 4.13 0.26 0.87
C 3.69 -0.70 1.80
C 3.13 1.01 0.22
C 1.77 0.76 0.61
C 1.43 -0.23 1.59
C 2.42 -0.93 2.22
N 0.07 -0.29 1.50
C 2.21 -1.98 3.26
C -1.49 -2.55 -2.89
C 0.07 2.34 -0.75
C -2.21 -1.16 -3.14
C -1.53 -0.11 -2.22
C -1.46 2.23 -0.41
C -2.26 -0.12 -0.87
C -1.78 0.86 0.18
H -3.06 0.16 3.03
H 5.11 0.51 0.59
H 4.52 -1.17 2.31
H -0.43 -0.86 2.12
H 2.45 -2.94 2.89
H 2.80 -1.86 4.17
H 1.19 -2.10 3.57
H -1.37 -2.71 -1.84
H -0.44 -2.47 -3.12
H -1.85 -3.38 -3.41
H 0.29 2.25 -1.76
H 0.47 3.24 -0.30
H -3.26 -1.15 -2.89
H -2.09 -1.01 -4.24
H -1.69 0.88 -2.66
H -0.40 -0.23 -2.16
H -1.65 2.96 0.48
H -2.12 2.61 -1.16
H -2.17 -1.13 -0.46
H -3.28 0.05 -1.06